Record 1
The following is a quantum chemistry calculation of 2 unconnected molecules or ions with the total composition C12H13NOSi in a non-equilibrium geometry, from OMol25.

Each line ends with the Mulliken charge.
CARTESIAN COORDINATES (ANGSTROEM)
C  4.2666  0.7964  -0.8113  -0.227
C  4.1146  -0.4032  -1.4039  -0.465
C  3.2456  1.2504  0.0440  -0.528
C  3.0462  -1.2263  -1.1207  -0.294
C  2.2053  0.4025  0.3762  -0.329
C  2.0865  -0.8968  -0.2021  0.329
C  -2.7653  0.6046  1.3673  -0.602
C  -2.2930  -0.5826  1.2488  -0.487
C  -4.1316  0.2846  -0.7031  -0.124
C  -1.3189  -0.7274  -0.7897  0.161
C  -3.5450  1.3121  0.2411  -0.552
C  -2.5144  -1.2826  -0.1117  0.196
N  -3.7691  -0.9401  -0.7708  -0.678
O  -1.1903  0.3294  -1.3283  -0.455
Si  0.6494  -2.0806  0.0540  0.720
H  5.1992  1.3977  -0.9917  0.311
H  5.1032  -0.6612  -1.8950  0.213
H  3.2416  2.2649  0.5536  0.260
H  2.9507  -2.0820  -1.7363  0.314
H  1.4769  0.6144  1.1166  0.400
H  -2.4316  1.1154  2.1911  0.430
H  -1.8074  -1.2027  1.9614  0.505
H  -4.9871  0.5638  -1.2703  0.427
H  -4.4189  1.9677  0.5749  0.405
H  -2.7963  2.0193  -0.3507  0.216
H  -2.5073  -2.3695  0.0521  0.325
H  0.2188  -2.2553  1.3528  -0.233
H  0.8919  -3.2443  -0.5915  -0.236

Results
* maximum force: 0.106 hartree/bohr
* E_tot: -884.40008 Ha
* relative energy (zero: lowest compared OMol25 entry of this formula, charge and spin): 21.2 kcal/mol
* LUMO level: 0.51 eV

Record 2
The following is a quantum chemistry calculation of a molecular structure, C12H14AsBN8OReS4 in a non-equilibrium geometry, from OMol25.

Each line ends with the Mulliken charge.
CARTESIAN COORDINATES (ANGSTROEM)
Re  -1.2378  1.6694  -0.0170  0.800
C  3.0505  2.3806  -0.0209  -1.323
C  1.7486  2.8143  -0.0273  0.172
N  0.8945  1.7520  -0.0208  -0.597
N  1.6694  0.6249  -0.0079  0.705
C  2.9599  1.0000  -0.0083  0.293
B  0.9212  -0.7230  -0.0011  0.728
N  0.0056  -0.6724  1.2710  0.589
C  0.0186  -1.3688  2.4069  0.262
C  -0.8769  -0.8033  3.3342  -1.111
C  -1.4281  0.2652  2.6923  -0.228
N  -0.8921  0.3407  1.4226  -0.265
N  -0.0026  -0.6798  -1.2729  0.629
C  -0.0116  -1.4003  -2.3907  0.242
C  -0.8944  -0.8317  -3.3334  -1.084
C  -1.4145  0.2642  -2.7188  -0.253
N  -0.8773  0.3516  -1.4490  -0.372
N  1.7128  -2.0106  -0.0044  -0.020
C  3.0028  -2.3688  -0.0212  0.088
C  3.0480  -3.7830  -0.0510  -0.810
C  1.6758  -4.1875  -0.0504  -0.401
N  0.8731  -3.1498  0.0245  -0.913
H  3.9501  2.9798  -0.0234  0.485
H  1.3964  3.8342  -0.0380  0.275
H  3.7699  0.2861  -0.0036  0.401
H  0.6444  -2.2439  2.5282  0.548
H  -1.0748  -1.1476  4.3400  0.496
H  -2.1650  0.9744  3.0476  0.440
H  0.5866  -2.2974  -2.4934  0.543
H  -1.1026  -1.1961  -4.3289  0.494
H  -2.1257  0.9896  -3.0952  0.454
H  3.8400  -1.6835  -0.0140  0.368
H  3.9220  -4.4153  0.0412  0.445
H  1.2831  -5.1961  -0.0467  0.509
S  -4.1471  5.9078  1.1685  0.277
As  -3.2037  4.2579  0.0935  0.763
S  -3.5643  2.1005  0.2067  0.073
S  -1.0276  4.0425  -0.0513  -0.119
S  -4.2885  5.8432  -0.9432  0.277
O  -3.2653  -0.5582  -0.0458  -0.422
H  -3.9099  -0.7532  -0.7498  0.285
H  -3.4637  -1.2086  0.6511  0.275

Results
* maximum force: 0.058 hartree/bohr
* E_tot: -4909.02170 Ha
* spin multiplicity: 2
* charge: +4
* LUMO level (spin up / spin down): -16.09 / -16.73 eV

Record 3
The following is a quantum chemistry calculation of a molecular structure, C12H14BCl3MnN6O2 in a non-equilibrium geometry, from OMol25.

Each line ends with the Mulliken charge.
CARTESIAN COORDINATES (ANGSTROEM)
H  2.9306  -0.0101  1.0296  0.535
N  1.7514  -0.2923  -0.7041  -0.148
B  0.9222  -0.9373  -3.0060  0.005
N  2.0095  -0.9450  -1.9075  0.163
C  3.2555  -1.4570  -1.9067  -0.077
Mn  -0.2638  0.6199  -0.3900  0.299
H  3.6184  -1.9944  -2.7692  0.451
C  3.8452  -1.1421  -0.6818  -1.177
H  4.8242  -1.4038  -0.3489  0.404
C  2.8626  -0.4241  0.0389  -0.137
H  1.2997  -1.4780  -3.9990  -0.087
C  -2.2671  2.1864  0.3033  -0.826
H  -2.4243  2.7414  1.2386  0.311
H  -2.7928  1.2175  0.3741  0.213
H  -2.6611  2.7670  -0.5427  0.382
N  0.5514  0.5547  -3.1735  0.179
N  -0.3472  -1.5789  -2.4180  0.278
N  0.0686  1.3006  -2.1150  -0.175
N  -0.9390  -1.0457  -1.2780  -0.153
C  0.6372  1.3094  -4.2708  -0.018
C  -1.0442  -2.6440  -2.8414  -0.055
H  1.0039  0.8581  -5.1795  0.458
H  -0.7161  -3.1722  -3.7164  0.456
C  0.2033  2.5976  -3.9360  -1.264
C  -2.1176  -2.8368  -1.9735  -1.177
C  -0.1442  2.5622  -2.5846  -0.053
C  -2.0054  -1.8301  -0.9914  -0.066
H  0.1503  3.4339  -4.6029  0.398
H  -2.8630  -3.6012  -2.0309  0.399
H  -0.5197  3.3266  -1.9126  0.494
H  -2.5961  -1.6599  -0.1026  0.506
H  -1.1251  2.1225  0.2355  0.174
Cl  1.4410  1.2282  4.8975  -0.121
C  0.0554  0.8199  3.8784  0.610
Cl  -0.5660  -0.7950  4.2967  -0.144
Cl  -1.2247  2.0711  4.0362  -0.153
C  0.4459  0.8452  2.3218  0.366
O  1.4766  1.4353  1.9862  -0.655
O  -0.4249  0.2662  1.5544  -0.593

Results
* maximum force: 0.093 hartree/bohr
* E_tot: -3501.23789 Ha
* relative energy (zero: lowest compared OMol25 entry of this formula, charge and spin): 0.0 kcal/mol
* spin multiplicity: 6
* LUMO level (spin up / spin down): 0.52 / 0.47 eV

Please write out number 2 again, unchanged.
The following is a quantum chemistry calculation of a molecular structure, C12H14AsBN8OReS4 in a non-equilibrium geometry, from OMol25.

Each line ends with the Mulliken charge.
CARTESIAN COORDINATES (ANGSTROEM)
Re  -1.2378  1.6694  -0.0170  0.800
C  3.0505  2.3806  -0.0209  -1.323
C  1.7486  2.8143  -0.0273  0.172
N  0.8945  1.7520  -0.0208  -0.597
N  1.6694  0.6249  -0.0079  0.705
C  2.9599  1.0000  -0.0083  0.293
B  0.9212  -0.7230  -0.0011  0.728
N  0.0056  -0.6724  1.2710  0.589
C  0.0186  -1.3688  2.4069  0.262
C  -0.8769  -0.8033  3.3342  -1.111
C  -1.4281  0.2652  2.6923  -0.228
N  -0.8921  0.3407  1.4226  -0.265
N  -0.0026  -0.6798  -1.2729  0.629
C  -0.0116  -1.4003  -2.3907  0.242
C  -0.8944  -0.8317  -3.3334  -1.084
C  -1.4145  0.2642  -2.7188  -0.253
N  -0.8773  0.3516  -1.4490  -0.372
N  1.7128  -2.0106  -0.0044  -0.020
C  3.0028  -2.3688  -0.0212  0.088
C  3.0480  -3.7830  -0.0510  -0.810
C  1.6758  -4.1875  -0.0504  -0.401
N  0.8731  -3.1498  0.0245  -0.913
H  3.9501  2.9798  -0.0234  0.485
H  1.3964  3.8342  -0.0380  0.275
H  3.7699  0.2861  -0.0036  0.401
H  0.6444  -2.2439  2.5282  0.548
H  -1.0748  -1.1476  4.3400  0.496
H  -2.1650  0.9744  3.0476  0.440
H  0.5866  -2.2974  -2.4934  0.543
H  -1.1026  -1.1961  -4.3289  0.494
H  -2.1257  0.9896  -3.0952  0.454
H  3.8400  -1.6835  -0.0140  0.368
H  3.9220  -4.4153  0.0412  0.445
H  1.2831  -5.1961  -0.0467  0.509
S  -4.1471  5.9078  1.1685  0.277
As  -3.2037  4.2579  0.0935  0.763
S  -3.5643  2.1005  0.2067  0.073
S  -1.0276  4.0425  -0.0513  -0.119
S  -4.2885  5.8432  -0.9432  0.277
O  -3.2653  -0.5582  -0.0458  -0.422
H  -3.9099  -0.7532  -0.7498  0.285
H  -3.4637  -1.2086  0.6511  0.275

Results
* maximum force: 0.058 hartree/bohr
* E_tot: -4909.02170 Ha
* spin multiplicity: 2
* charge: +4
* LUMO level (spin up / spin down): -16.09 / -16.73 eV

Question: Number 2 is which compound?
Answer: C12H14AsBN8OReS4

Question: maximum force of number 3 (C12H14BCl3MnN6O2)?
Answer: 0.093 hartree/bohr

Question: Which formula does entry 3 have?
Answer: C12H14BCl3MnN6O2